(1)
Entry from the Open Molecules 2025 dataset: a structure of composition C40H69BIrN7O6P2S3 (ωB97M-V/def2-TZVPD).

Summary:
* energy relative to the best compared isomer or geometry (same formula, charge and spin): 159.1 kJ/mol
* highest occupied orbital energy (spin up / spin down): -7.83 / -9.02 eV
* net charge: +1
* multiplicity: 2
* HOMO-LUMO gap (spin up / spin down): 6.1 / 7.3 eV
* <S²>: 0.786

Each line ends with the Mulliken charge.
Positions of all 129 atoms, in Å:
Ir  -0.353  0.325  0.302  2.809
C  0.445  4.897  -4.628  -2.346
C  0.576  3.600  -3.835  1.352
C  2.015  3.100  -3.965  -1.543
C  -0.430  2.593  -4.382  -1.291
N  0.279  3.871  -2.395  0.577
C  -0.128  5.097  -1.904  -0.554
C  -0.263  4.969  -0.569  -1.561
N  0.094  3.690  -0.226  0.549
B  0.146  3.160  1.259  0.344
N  -1.355  3.343  1.825  0.191
C  -1.791  4.015  2.942  -0.802
C  -3.074  3.664  3.175  -0.941
N  -3.431  2.745  2.208  0.518
C  -2.364  2.573  1.398  -0.403
S  -2.254  1.564  -0.008  -0.109
C  -4.748  2.041  2.131  1.343
C  -5.429  2.400  0.812  -1.416
C  -4.518  0.533  2.267  -1.399
C  -5.627  2.511  3.286  -2.238
N  1.649  1.248  1.937  1.040
C  2.978  1.543  1.772  -1.355
C  3.648  0.727  2.610  -0.981
N  2.721  -0.096  3.248  0.538
C  1.494  0.192  2.760  0.613
S  -0.033  -0.599  2.862  -0.484
C  3.095  -1.272  4.082  1.450
C  2.135  -1.397  5.264  -1.744
C  3.040  -2.508  3.197  -1.232
C  4.505  -1.065  4.626  -2.183
C  0.378  3.014  -1.345  0.117
S  0.752  1.307  -1.454  -0.060
H  0.685  4.677  -5.667  0.461
H  1.142  5.661  -4.282  0.517
H  -0.571  5.293  -4.603  0.478
H  2.249  2.962  -5.021  0.503
H  2.166  2.151  -3.454  0.194
H  2.710  3.833  -3.554  0.413
H  -0.219  2.413  -5.436  0.482
H  -1.440  2.995  -4.296  0.474
H  -0.381  1.647  -3.847  0.041
H  -0.291  5.950  -2.532  0.618
H  -0.587  5.688  0.162  0.636
H  0.310  4.999  2.191  0.703
H  -1.180  4.702  3.498  0.674
H  -3.744  3.989  3.947  0.531
H  -4.828  2.101  -0.044  0.214
H  -5.616  3.473  0.757  0.383
H  -6.387  1.882  0.753  0.473
H  -4.054  0.112  1.379  0.113
H  -5.477  0.041  2.432  0.524
H  -3.873  0.326  3.122  0.363
H  -5.837  3.579  3.233  0.490
H  -5.185  2.275  4.255  0.479
H  -6.577  1.983  3.220  0.470
H  3.313  2.301  1.091  0.891
H  4.699  0.670  2.810  0.704
H  1.128  -1.650  4.945  0.307
H  2.094  -0.461  5.823  0.425
H  2.499  -2.179  5.931  0.500
H  2.070  -2.560  2.706  -0.200
H  3.190  -3.405  3.799  0.558
H  3.814  -2.462  2.427  0.403
H  4.583  -0.134  5.190  0.441
H  5.261  -1.075  3.841  0.501
H  4.733  -1.888  5.302  0.450
C  3.048  -4.587  -2.674  -1.094
C  3.754  -3.814  -1.581  0.542
C  4.114  -4.674  -0.391  -1.160
O  2.990  -2.648  -1.148  -0.255
P  1.492  -2.417  -0.764  -0.316
O  1.384  -1.246  0.145  -0.100
C  0.624  -2.132  -2.319  -0.201
P  -1.138  -1.953  -2.056  -0.856
O  -1.450  -1.266  -0.775  -1.259
O  -1.830  -3.363  -1.998  -0.032
C  -1.912  -4.312  -3.101  0.633
C  -3.360  -4.737  -3.211  -1.708
C  -0.988  -5.477  -2.802  -1.103
O  -1.596  -1.253  -3.390  -0.155
C  -3.018  -0.943  -3.626  0.912
C  -3.197  0.552  -3.538  -1.298
C  -3.370  -1.484  -4.994  -1.653
O  0.869  -3.763  -0.248  0.395
C  0.295  -3.942  1.106  2.446
C  -1.127  -4.424  0.951  -1.479
C  1.168  -4.937  1.841  -1.650
H  3.703  -5.386  -3.022  0.534
H  2.818  -3.951  -3.529  0.285
H  2.134  -5.048  -2.297  0.053
H  4.656  -3.357  -1.987  0.427
H  3.237  -5.192  -0.009  0.117
H  4.545  -4.067  0.404  0.242
H  4.851  -5.419  -0.693  0.513
H  0.815  -2.918  -3.050  0.526
H  0.997  -1.186  -2.724  0.408
H  -1.595  -3.802  -4.015  0.421
H  -3.672  -5.214  -2.281  0.383
H  -3.475  -5.455  -4.024  0.405
H  -4.016  -3.889  -3.400  0.374
H  -1.434  -6.138  -2.058  0.310
H  -0.035  -5.125  -2.412  0.126
H  -0.805  -6.053  -3.710  0.406
H  -3.598  -1.441  -2.844  0.408
H  -2.638  1.036  -4.338  0.212
H  -2.852  0.940  -2.581  0.168
H  -4.253  0.801  -3.655  0.542
H  -2.727  -1.025  -5.746  0.348
H  -4.405  -1.235  -5.231  0.394
H  -3.258  -2.565  -5.052  0.377
H  0.310  -2.963  1.587  -1.319
H  -1.154  -5.356  0.383  0.183
H  -1.747  -3.682  0.452  0.184
H  -1.541  -4.615  1.942  0.550
H  1.147  -5.904  1.333  0.380
H  0.782  -5.076  2.852  0.417
H  2.198  -4.598  1.914  0.320
N  0.538  1.746  1.339  -0.829
C  1.100  4.224  2.166  0.736
C  1.386  3.713  3.535  -1.037
C  2.630  3.769  4.074  -0.469
C  3.711  4.350  3.368  -0.826
C  3.506  4.859  2.065  -0.613
C  2.283  4.809  1.475  -1.191
H  0.578  3.256  4.097  0.318
H  2.802  3.366  5.066  0.445
H  4.689  4.409  3.826  0.402
H  4.340  5.304  1.535  0.422
H  2.145  5.228  0.486  0.328

=====

(2)
Entry from the Open Molecules 2025 dataset: a cluster of 2 separate species, C6H10 in total (ωB97M-V/def2-TZVPD).

Summary:
* energy relative to the best compared isomer or geometry (same formula, charge and spin): 268.1 kJ/mol
* structure (SMILES): C=C=CC.C=C
* highest occupied orbital energy: -9.14 eV
* multiplicity: 1
* HOMO-LUMO gap: 10.3 eV

Each line ends with the Mulliken charge.
Positions of all 16 atoms, in Å:
C  -0.197  2.032  -0.419  -0.820
C  -0.774  0.902  -0.715  0.441
C  -1.040  -0.373  -0.847  -0.270
C  -1.845  -1.193  0.127  -1.061
H  0.768  1.906  0.090  0.086
H  -0.536  3.039  -0.622  0.270
H  -0.666  -0.881  -1.735  0.368
H  -1.895  -0.702  1.104  0.333
H  -2.867  -1.348  -0.235  0.334
H  -1.393  -2.182  0.265  0.320
C  2.086  0.354  0.635  -0.730
C  1.415  -0.764  0.369  -0.404
H  2.736  0.815  -0.101  0.341
H  1.967  0.875  1.579  0.337
H  1.508  -1.276  -0.583  0.267
H  0.733  -1.204  1.087  0.189

=====

(3)
Entry from the Open Molecules 2025 dataset: a structure of composition C10H21N3PTi (ωB97M-V/def2-TZVPD).

Summary:
* energy relative to the best compared isomer or geometry (same formula, charge and spin): 0.0 kJ/mol
* highest occupied orbital energy (spin up / spin down): 0.49 / -3.65 eV
* net charge: -1
* multiplicity: 3
* HOMO-LUMO gap (spin up / spin down): 2.4 / 6.4 eV
* <S²>: 2.008

Each line ends with the Mulliken charge.
Positions of all 36 atoms, in Å:
C  1.463  0.464  -3.018  -0.860
C  0.571  0.108  -4.057  -0.172
C  -0.036  -1.148  -4.189  -0.048
C  0.118  -2.131  -3.190  -0.590
C  0.970  -2.038  -2.081  -0.507
Ti  0.140  -0.323  -1.814  -1.236
P  0.129  2.508  -1.216  0.032
H  2.149  1.292  -3.122  0.469
H  0.369  0.827  -4.867  0.287
H  -0.526  -1.415  -5.137  0.347
H  1.317  -2.921  -1.572  0.334
H  -0.391  -3.089  -3.350  0.319
H  -0.972  3.281  -0.761  0.056
H  0.547  3.435  -2.233  0.085
H  1.043  2.947  -0.220  0.070
C  -2.850  -0.001  2.087  -1.603
N  -1.413  -0.055  2.325  2.108
C  -1.027  -0.076  3.724  -2.824
C  -0.533  -0.118  1.300  -0.339
N  -0.998  -0.179  0.044  0.035
N  0.818  -0.106  1.439  1.706
C  1.575  0.081  2.666  -2.108
C  1.526  -0.322  0.203  -0.549
H  -3.321  -0.071  3.069  0.253
H  -3.211  -0.835  1.482  0.307
H  -3.167  0.944  1.634  0.320
H  -0.377  -0.920  3.970  0.466
H  -0.565  0.866  4.037  0.403
H  -1.941  -0.200  4.305  0.669
H  -2.009  -0.113  -0.023  -0.073
H  2.607  0.359  2.409  0.428
H  1.184  0.917  3.267  0.401
H  1.610  -0.860  3.241  0.396
H  1.248  -1.309  -0.210  0.258
H  1.355  0.542  -0.519  0.012
H  2.596  -0.343  0.377  0.147

=====

(4)
Entry from the Open Molecules 2025 dataset: the ion C9H6N3O2 with charge +1 (ωB97M-V/def2-TZVPD).

Summary:
* energy relative to the best compared isomer or geometry (same formula, charge and spin): 0.0 kJ/mol
* highest occupied orbital energy: -10.93 eV
* net charge: +1
* multiplicity: 1
* HOMO-LUMO gap: 6.8 eV

Each line ends with the Mulliken charge.
Positions of all 20 atoms, in Å:
C  -2.581  -1.234  -0.914  -0.367
C  -1.213  -1.155  -0.938  -0.559
C  -2.591  0.883  0.232  -0.130
C  -3.199  -0.278  -0.154  0.658
C  -0.539  0.073  -0.509  0.260
C  3.026  0.848  -0.569  -0.558
C  1.686  0.904  -1.069  0.165
C  2.901  -0.246  1.614  0.020
C  -5.656  0.157  0.408  0.777
N  -1.294  1.111  0.006  -0.546
N  3.093  0.330  0.640  -0.092
N  0.751  0.205  -0.503  -0.294
O  -6.650  0.488  0.880  -0.172
O  -4.676  -0.400  -0.007  -0.102
H  -3.142  -2.146  -1.241  0.361
H  -0.713  -2.025  -1.339  0.390
H  -3.369  1.621  0.677  0.115
H  3.931  1.369  -0.941  0.353
H  1.596  1.549  -2.002  0.305
H  2.785  -0.683  2.604  0.418

=====

(5)
Entry from the Open Molecules 2025 dataset: the molecule C19H24N2O4S (ωB97M-V/def2-TZVPD).

Summary:
* energy relative to the best compared isomer or geometry (same formula, charge and spin): 211.1 kJ/mol
* structure (SMILES): COCCN(C(=O)c1ccco1)[C@@H](C(=O)NC1CCCC1)c1cccs1
* highest occupied orbital energy: -8.88 eV
* multiplicity: 1
* HOMO-LUMO gap: 9.5 eV

Each line ends with the Mulliken charge.
Positions of all 50 atoms, in Å:
C  4.224  2.316  -2.412  -0.697
O  4.211  1.660  -1.166  -0.391
C  3.002  1.766  -0.461  -0.354
C  1.867  0.918  -1.066  -1.079
N  0.685  0.952  -0.227  0.203
C  -0.275  1.864  -0.560  0.466
O  -0.260  2.443  -1.636  -0.680
C  -1.373  2.123  0.385  0.497
C  -2.629  2.589  0.077  -0.568
C  -3.307  2.738  1.303  -0.468
C  -2.414  2.374  2.268  -0.580
O  -1.249  2.007  1.726  -0.267
C  0.619  0.137  0.982  1.326
C  -0.744  -0.587  1.121  -0.382
O  -1.218  -0.841  2.205  -0.727
N  -1.270  -0.968  -0.052  -0.051
C  -2.505  -1.715  -0.172  -0.317
C  -3.570  -0.886  -0.899  -0.447
C  -3.281  -1.148  -2.373  -0.601
C  -2.976  -2.647  -2.406  -0.644
C  -2.296  -2.955  -1.061  -0.704
C  1.639  -0.954  1.026  -0.527
C  2.717  -1.049  1.853  -0.532
C  3.452  -2.242  1.676  -0.647
C  2.921  -3.045  0.723  -0.605
S  1.502  -2.371  0.027  -0.013
H  3.888  3.355  -2.315  0.311
H  3.596  1.809  -3.151  0.281
H  5.258  2.300  -2.752  0.263
H  2.672  2.815  -0.405  0.357
H  3.226  1.408  0.547  0.192
H  1.573  1.330  -2.034  0.754
H  2.216  -0.106  -1.203  0.088
H  -2.997  2.791  -0.908  0.581
H  -4.313  3.073  1.449  0.500
H  -2.489  2.334  3.336  0.511
H  0.758  0.758  1.876  0.401
H  -0.820  -0.695  -0.912  0.412
H  -2.798  -1.968  0.849  0.634
H  -4.560  -1.261  -0.639  0.373
H  -3.514  0.168  -0.630  -0.073
H  -2.412  -0.570  -2.693  0.214
H  -4.118  -0.883  -3.016  0.449
H  -3.909  -3.205  -2.488  0.260
H  -2.348  -2.919  -3.253  0.412
H  -2.730  -3.838  -0.596  0.359
H  -1.229  -3.140  -1.185  0.065
H  2.978  -0.292  2.570  0.537
H  4.337  -2.484  2.236  0.428
H  3.267  -4.000  0.381  0.476

=====

(6)
Entry from the Open Molecules 2025 dataset: a structure of composition C5H10O3 (ωB97M-V/def2-TZVPD).

Summary:
* energy relative to the best compared isomer or geometry (same formula, charge and spin): 509.8 kJ/mol
* highest occupied orbital energy: -9.13 eV
* multiplicity: 1
* HOMO-LUMO gap: 8.6 eV

Each line ends with the Mulliken charge.
Positions of all 18 atoms, in Å:
C  -0.938  2.265  -0.298  -0.161
O  -0.067  1.537  0.460  -0.577
O  -0.811  2.097  -1.699  -0.507
H  0.101  2.297  -1.943  0.298
H  0.905  0.731  0.207  0.467
H  -1.967  1.955  -0.072  0.206
H  -0.868  3.344  -0.046  0.264
C  1.038  -0.880  0.238  0.515
C  -0.266  -1.051  -0.482  -0.118
C  1.012  -1.116  1.600  -0.775
C  -1.308  -1.751  -0.037  -0.887
O  2.051  -1.533  -0.453  -0.517
H  2.867  -1.050  -0.623  0.328
H  -0.276  -0.617  -1.471  0.305
H  0.182  -0.722  2.163  0.334
H  1.878  -1.472  2.138  0.276
H  -2.213  -1.816  -0.622  0.291
H  -1.321  -2.217  0.937  0.258

=====

Look up the multiplicity of the third one.
3

=====

Number 6 is which compound?
C5H10O3